# 1
This record from OMol25 describes C38H50As3CdN2O18S5 as an isolated structure. The level of theory is ωB97M-V/def2-TZVPD.

Element x y z (Å)
Cd1 -1.068 1.449 0.558
C1 1.259 -1.070 3.198
C2 1.757 0.144 3.982
S1 1.011 1.732 3.525
C3 2.429 2.618 2.812
C4 2.182 3.203 1.424
S2 1.633 2.106 0.103
C5 2.838 0.772 -0.030
C6 2.843 -0.347 1.014
S3 1.179 -0.943 1.401
H1 0.228 -1.283 3.479
H2 1.857 -1.939 3.486
H3 2.842 0.235 3.920
H4 1.538 -0.035 5.037
H5 3.289 1.950 2.800
H6 2.684 3.447 3.475
H7 3.090 3.714 1.094
H8 1.384 3.954 1.460
H9 3.838 1.205 -0.116
H10 2.598 0.349 -1.010
H11 3.311 -0.006 1.933
H12 3.458 -1.168 0.633
O1 -3.571 1.608 0.535
As1 -3.894 2.371 -1.103
O2 -2.268 2.470 -1.779
O3 -1.381 3.116 -0.828
C7 -4.271 0.723 -2.134
C8 -5.469 0.897 -2.830
C9 -5.943 -0.019 -3.757
C10 -5.193 -1.151 -4.014
C11 -3.998 -1.349 -3.339
C12 -3.523 -0.437 -2.400
S4 -2.024 -1.040 -1.566
O4 -1.411 -1.941 -2.527
O5 -2.544 -1.686 -0.372
O6 -1.116 0.070 -1.259
H13 -3.211 2.324 1.109
H14 -6.052 1.795 -2.646
H15 -6.875 0.164 -4.276
H16 -5.523 -1.884 -4.740
H17 -3.404 -2.227 -3.548
C13 -2.975 6.621 7.637
C14 -2.690 6.092 6.256
C15 -3.321 4.946 5.782
C16 -3.061 4.463 4.509
C17 -2.160 5.124 3.690
C18 -1.520 6.265 4.146
C19 -1.788 6.743 5.421
S5 -1.860 4.523 2.036
O7 -0.732 5.283 1.544
O8 -3.122 4.673 1.338
O9 -1.540 3.089 2.259
H18 -3.675 5.977 8.169
H19 -3.407 7.623 7.594
H20 -2.061 6.686 8.231
H21 -4.025 4.423 6.420
H22 -3.552 3.569 4.146
H23 -0.816 6.764 3.495
H24 -1.284 7.636 5.775
N1 -1.674 -0.048 2.240
C20 -2.664 -0.625 2.400
N2 -3.764 -1.286 2.653
C21 -4.107 -2.534 1.960
C22 -5.251 -2.279 0.995
O10 -6.349 -1.664 1.661
C23 -5.969 -0.388 2.144
C24 -4.897 -0.534 3.208
H25 -4.408 -3.262 2.719
H26 -3.232 -2.888 1.423
H27 -5.614 -3.223 0.590
H28 -4.900 -1.648 0.173
H29 -6.860 0.082 2.560
H30 -5.585 0.232 1.325
H31 -5.292 -1.088 4.065
H32 -4.539 0.438 3.544
C25 3.894 -6.399 -0.001
O11 3.933 -5.341 -0.956
C26 3.220 -4.245 -0.627
O12 2.496 -4.179 0.330
C27 3.382 -3.170 -1.654
C28 4.602 -2.803 -2.055
As2 5.048 -1.864 -3.702
C29 5.591 -0.135 -2.946
C30 3.277 -1.308 -4.295
C31 2.087 -1.451 -3.718
As3 1.636 -2.355 -2.041
C32 0.845 -3.961 -2.848
C33 0.907 -0.776 -4.364
O13 0.376 -1.168 -5.376
O14 0.637 0.338 -3.722
C34 -0.474 1.113 -4.207
C35 3.433 -0.531 -5.576
O15 3.699 0.641 -5.592
O16 3.415 -1.224 -6.728
C36 3.033 -2.605 -6.722
C37 5.785 -3.241 -1.265
O17 5.794 -3.410 -0.070
O18 6.887 -3.373 -2.027
C38 8.076 -3.716 -1.314
H33 4.612 -6.192 0.794
H34 4.175 -7.302 -0.536
H35 2.899 -6.497 0.427
H36 6.463 -0.298 -2.312
H37 4.783 0.312 -2.372
H38 5.858 0.530 -3.766
H39 1.548 -4.442 -3.526
H40 -0.052 -3.643 -3.373
H41 0.563 -4.637 -2.041
H42 -0.736 1.789 -3.400
H43 -1.302 0.449 -4.445
H44 -0.166 1.653 -5.103
H45 3.077 -2.915 -7.763
H46 2.021 -2.720 -6.341
H47 3.737 -3.201 -6.138
H48 8.861 -3.772 -2.062
H49 7.956 -4.674 -0.811
H50 8.306 -2.954 -0.571

LUMO energy in hartree: 0.060
Max |F| in eV Å⁻¹: 0.7
Kohn-Sham gap in eV: 6.70
HOMO energy in Ha: -0.1863
Total charge: -1

---

# 2
This record from OMol25 describes one molecule with the formula C4H7NO2. The level of theory is ωB97M-V/def2-TZVPD.

Element x y z (Å)
N1 1.767 0.572 1.659
C1 0.606 0.570 0.949
O1 -0.235 1.442 1.081
C2 0.431 -0.588 -0.028
C3 -1.009 -0.664 -0.464
C4 -1.489 0.195 -1.536
O2 -1.267 -1.195 -1.755
H1 1.923 1.336 2.298
H2 2.475 -0.135 1.557
H3 0.765 -1.532 0.421
H4 1.061 -0.416 -0.911
H5 -1.719 -0.970 0.305
H6 -0.783 0.863 -2.032
H7 -2.527 0.522 -1.544

LUMO energy in hartree: 0.030
Max |F| in eV Å⁻¹: 0.4
Kohn-Sham gap in eV: 10.84
HOMO energy in Ha: -0.3686
SMILES: NC(=O)C[C@H]1CO1

---

# 3
This record from OMol25 describes a 2-piece molecular cluster, C8H16N5O2 overall. The level of theory is ωB97M-V/def2-TZVPD.

Element x y z (Å)
C1 -1.143 0.045 2.883
C2 1.307 -1.603 3.162
C3 -0.671 -0.005 0.392
C4 -0.147 2.977 -2.096
C5 -1.086 1.951 -4.040
C6 1.670 -3.098 1.363
C7 -1.348 0.612 -1.988
C8 -1.309 2.118 -2.542
N1 3.386 -1.813 2.507
N2 -1.260 0.267 1.732
N3 2.207 -2.298 2.413
N4 0.890 -1.763 4.362
N5 -1.355 0.624 -0.507
O1 -1.086 -0.026 4.032
O2 0.222 -0.807 0.335
H1 -0.296 3.843 -2.673
H2 -0.124 3.414 -1.127
H3 0.745 2.427 -2.483
H4 -1.930 1.314 -4.448
H5 -0.139 1.403 -4.285
H6 -1.140 2.898 -4.412
H7 2.239 -4.032 1.012
H8 1.591 -2.658 0.452
H9 0.772 -3.503 1.724
H10 -2.203 0.111 -2.296
H11 -0.497 0.041 -2.224
H12 -2.302 2.508 -2.422
H13 3.900 -2.273 1.770
H14 0.208 -1.093 4.850
H15 1.151 -2.603 4.834
H16 -2.255 1.025 -0.281

LUMO energy (alpha / beta) in hartree: -0.177 / -0.177
Max |F| in eV Å⁻¹: 4.4
Kohn-Sham gap (alpha / beta) in eV: 8.19 / 8.20
HOMO energy (alpha / beta) in Ha: -0.4778 / -0.4778
Total charge: +1

---

# 4
This record from OMol25 describes an isolated ion of composition C5H14N and charge +1. The level of theory is ωB97M-V/def2-TZVPD.

Element x y z (Å)
C1 -1.257 0.905 -1.737
C2 -0.688 0.414 -0.387
C3 0.720 -0.167 -0.509
C4 1.338 -0.762 0.789
C5 0.720 -2.132 1.080
N1 -0.672 1.576 0.621
H1 -0.987 0.262 -2.575
H2 -0.735 1.850 -1.929
H3 -2.330 1.054 -1.785
H4 -1.356 -0.365 -0.032
H5 0.527 -1.058 -1.120
H6 1.283 0.637 -0.986
H7 2.396 -0.902 0.569
H8 1.149 -0.078 1.627
H9 1.060 -2.909 0.386
H10 1.087 -2.381 2.077
H11 -0.360 -2.198 0.953
H12 0.288 1.836 0.860
H13 -0.959 1.167 1.514
H14 -1.271 2.350 0.350

LUMO energy in hartree: -0.130
Max |F| in eV Å⁻¹: 1.8
Kohn-Sham gap in eV: 11.97
HOMO energy in Ha: -0.5703
Total charge: +1
SMILES: CCC[C@H](C)[NH3+]

---

# 5
This record from OMol25 describes one molecule with the formula C5H12ClP. The level of theory is ωB97M-V/def2-TZVPD.

Element x y z (Å)
C1 1.120 1.063 -0.590
C2 -1.011 0.217 -1.683
C3 -0.951 0.953 0.745
C4 1.186 -1.630 1.438
C5 -0.261 0.207 -0.379
P1 0.232 -1.561 -0.194
Cl1 -1.589 -2.286 0.452
H1 1.526 1.400 0.390
H2 1.881 0.451 -1.058
H3 1.069 1.881 -1.250
H4 -1.922 -0.208 -1.629
H5 -0.439 -0.202 -2.514
H6 -1.273 1.210 -1.935
H7 -1.537 1.855 0.473
H8 -1.662 0.337 1.250
H9 -0.229 1.305 1.415
H10 0.467 -1.610 2.245
H11 1.782 -0.800 1.374
H12 1.611 -2.580 1.453

LUMO energy in hartree: 0.032
Max |F| in eV Å⁻¹: 3.9
Kohn-Sham gap in eV: 9.81
HOMO energy in Ha: -0.3286
SMILES: CP(Cl)C(C)(C)C

---

# 6
This record from OMol25 describes an isolated ion of composition C2NO5PS and charge -2. The level of theory is ωB97M-V/def2-TZVPD.

Element x y z (Å)
C1 -1.927 -0.533 -0.019
C2 0.011 0.943 -0.051
N1 -0.415 -0.368 -0.076
O1 -2.398 -0.605 -1.170
O2 1.336 1.136 -0.105
O3 -2.448 -0.610 1.082
O4 -0.734 1.923 0.082
O5 3.402 -0.169 0.638
P1 2.453 -0.104 -0.454
S1 0.719 -1.615 0.074

LUMO energy in hartree: 0.222
Max |F| in eV Å⁻¹: 3.2
Kohn-Sham gap in eV: 6.03
HOMO energy in Ha: 0.0002
Total charge: -2
SMILES: O=C([O-])N1SP([O-])OC1=O

---

The evaluated ΔE to the lowest compared entry with this formula, charge and spin for the records listed, in turn: 155.2, 132.8, 0.0, 43.4, 96.7, 91.8 kJ/mol.